130
Properties=species:S:1:pos:R:3:mulliken_charge:R:1 method="wB97M-V/def2-TZVPD" lumo_ha=0.016 orbital_gap_ev=11.2 energy_ha=-3778.78976 multiplicity=1 smiles="COC(=O)OC.COC(=O)OC.COC(=O)OC.COC(=O)OC.COC(=O)OC.COC(=O)OC.COC(=O)OC.COC(=O)OC.COC(=O)OC.COC(=O)OC.O=C1OCCO1" relative_energy_ev=0.000
O 4.25 -3.09 1.50 -0.5700
O 1.35 0.44 1.39 0.2670
O -1.94 -1.85 4.71 -0.3508
O -0.40 2.57 -4.31 -0.0231
O -1.41 3.49 3.37 -0.4845
O -0.44 0.88 0.33 0.4557
O 0.21 -3.11 -5.89 -0.5705
O -6.21 1.28 -0.31 -0.4544
O 0.90 -0.73 -0.47 -0.6767
O 0.23 5.90 -3.45 -0.5763
O -2.16 3.08 1.27 -0.1513
O 2.29 5.47 -2.67 -0.3489
O 2.95 -3.89 -0.12 -0.3322
O -3.27 -0.14 -3.09 -0.5002
O -7.65 -0.01 0.86 -0.5563
O 5.23 1.35 3.81 -0.5728
O 0.61 -3.05 2.34 -0.0460
O 3.68 1.35 5.43 -0.2769
O 2.05 -3.86 -6.93 -0.3724
O -4.85 -1.71 -3.07 -0.4529
O -0.09 -4.91 3.36 -0.5114
O 0.60 5.25 -1.35 -0.2776
O -0.99 -1.84 6.64 -0.3904
O 3.40 2.65 3.74 -0.3416
O -0.16 -0.49 5.05 -0.3399
O -5.42 -0.25 1.13 -0.4624
O 2.25 -2.17 -5.62 -0.3367
O -2.83 -2.34 -2.90 -0.4173
O 1.32 2.34 -5.54 -0.2494
O -0.69 2.37 -6.53 -0.5797
O -2.83 4.83 2.52 -0.4193
O 1.17 -3.59 4.47 -0.5591
O 3.32 -5.11 1.70 -0.3754
C 0.64 0.10 0.34 0.2034
C -6.54 0.32 0.60 0.4801
C 4.51 0.50 6.19 -0.6901
C 3.98 -5.29 2.95 -0.6141
C -3.75 5.24 1.51 -0.5028
C -2.12 3.72 2.29 0.7022
C 1.39 -3.04 -6.12 0.7850
C -4.24 0.34 0.60 0.5469
C 1.70 -1.10 -4.84 -0.1584
C 2.85 5.67 -3.95 -0.6123
C -0.02 -1.32 7.55 -0.5271
C 1.98 -2.41 4.58 -0.3521
C 0.97 5.57 -2.58 0.9134
C 0.56 -3.78 3.30 0.9345
C 2.05 1.94 -6.68 -0.9107
C -1.01 1.30 -0.91 0.1236
C 1.35 -5.03 -7.36 -0.6644
C 4.21 1.75 4.27 0.8684
C -2.01 -1.44 3.37 -0.2643
C -5.87 -0.73 -3.24 -0.5936
C -1.42 -2.17 -2.97 -0.0769
C 2.47 -0.39 1.78 0.2840
C -0.96 -1.31 5.43 0.8113
C -0.77 -5.27 2.16 -0.3469
C -4.80 1.46 -0.36 1.2919
C 0.00 2.41 -5.57 0.6332
C 3.52 2.82 2.33 -0.3357
C 1.71 -4.55 -0.27 -0.4806
C -3.61 -1.28 -3.00 0.8768
C 3.56 -3.94 1.06 0.9409
C -0.49 2.38 3.41 0.0874
C -1.80 2.70 -4.05 -0.2125
C -0.81 5.27 -1.12 -0.4438
H -1.34 -6.16 2.34 0.2889
H -0.20 -1.84 8.48 0.2600
H 2.14 -5.73 -7.58 0.2295
H -2.15 1.71 -3.76 0.1380
H 0.90 -3.95 0.14 -0.0928
H -2.45 -0.44 3.28 0.3234
H -3.63 0.79 1.37 -0.2665
H 2.11 -2.19 5.63 0.0702
H 3.46 1.85 1.84 -0.0284
H -6.60 -1.17 -3.92 0.3155
H 1.14 -1.43 -3.98 -0.0501
H -1.04 -1.40 2.89 -0.1920
H -4.05 4.45 0.83 0.0572
H -1.10 6.31 -1.08 0.5268
H 4.49 3.25 2.08 0.4135
H 1.56 -1.50 4.16 -0.1348
H 2.47 -0.44 -4.46 0.3290
H 0.99 -1.53 7.22 0.1935
H -4.53 2.45 0.00 -0.7751
H 1.45 1.40 -7.41 0.3992
H -5.46 0.16 -3.71 0.2591
H 2.93 -2.66 4.09 0.5090
H 4.98 -4.89 3.00 0.3548
H -0.98 4.79 -0.16 -0.1186
H 2.95 4.71 -4.47 0.1472
H 4.53 -0.52 5.82 0.2368
H 0.39 2.61 2.80 0.1380
H 3.37 -4.92 3.78 0.1426
H 1.65 -5.50 0.26 0.3912
H -0.04 -5.39 1.36 -0.0404
H -0.64 2.26 -1.24 0.1176
H -0.95 -2.61 -2.08 0.1710
H -1.42 -4.45 1.85 0.1633
H -6.31 -0.49 -2.27 0.1619
H -0.15 2.34 4.43 0.2259
H 0.65 -5.36 -6.60 0.3359
H -1.09 -1.13 -3.02 -0.1811
H -3.32 6.07 0.96 0.2933
H 4.04 -6.37 3.11 0.2647
H -4.65 5.56 2.03 0.3110
H -0.80 0.58 -1.69 -0.0946
H -0.12 -0.24 7.66 0.2872
H 4.08 0.49 7.20 0.2572
H -1.35 4.69 -1.87 0.0861
H 1.15 -0.45 -5.53 0.1344
H -2.09 1.31 -0.77 -0.3326
H 3.84 6.10 -3.84 0.2726
H 2.83 1.23 -6.40 0.3216
H 0.80 -4.82 -8.28 0.2801
H 5.54 0.85 6.25 0.3250
H 2.25 -1.44 1.65 -0.7848
H 2.53 2.80 -7.16 0.3095
H -4.44 1.27 -1.37 -0.0384
H 2.74 3.48 1.97 0.1998
H -0.98 -2.73 -3.79 0.3164
H -2.67 -2.15 2.88 0.2587
H 2.24 6.36 -4.53 0.3380
H 3.31 -0.17 1.12 0.4981
H -0.93 1.46 3.06 -0.0598
H -2.33 3.10 -4.91 0.5014
H -3.75 -0.42 -0.01 0.1929
H 2.70 -0.13 2.81 -0.1825
H 1.56 -4.74 -1.32 0.4018
H -1.90 3.37 -3.21 -0.2194

---

113
Properties=species:S:1:pos:R:3:mulliken_charge:R:1 method="wB97M-V/def2-TZVPD" lumo_ha="0.078 / 0.059" orbital_gap_ev="6.6 / 6.1" energy_ha=-5857.82904 multiplicity=4 charge=-1
I 3.89 -3.19 -0.38 0.1129
I 4.69 -3.10 2.88 -0.0499
Br -1.54 -2.89 1.52 -0.4362
Cl 4.04 0.37 -1.38 -0.2172
P -0.25 -1.01 1.18 0.2418
F 0.89 -2.88 -0.46 -0.4081
O 0.27 -0.43 2.73 -0.4938
O 5.45 -5.59 -3.00 -0.5759
O -3.63 5.15 0.44 -0.5300
O -2.66 -0.02 4.98 -0.5655
N 4.54 -5.74 -3.94 0.4936
N -3.16 5.25 -0.78 0.2968
N -3.11 1.09 5.51 0.4090
C 3.96 -7.09 -3.78 1.7920
C -2.78 2.21 4.59 2.0526
C -2.29 7.62 -0.69 -1.4189
C 6.02 -6.55 -5.81 -1.4160
C 5.17 -5.40 -5.24 1.7530
C -1.77 4.73 -0.78 2.3688
C 3.62 -7.40 -2.31 -1.7475
C 1.36 -0.56 -1.15 -1.0981
C 2.69 -1.84 0.92 -0.8239
C 2.27 0.69 -1.04 0.3714
C -0.77 5.72 -0.17 -1.1052
C -3.76 2.32 3.41 -1.0941
C -1.67 3.39 -0.02 -1.8787
C -3.42 6.70 -2.78 -1.5621
C -1.38 2.08 3.98 -2.0074
C -5.45 0.94 4.61 -1.2935
C 4.88 -8.20 -4.32 -1.2754
C -2.73 3.54 5.40 -1.7426
C -4.55 0.87 5.84 1.8646
C 2.18 1.48 0.30 -0.9621
C -5.23 2.21 3.80 -0.8339
C 1.80 -3.89 2.35 -0.7448
C -3.36 6.66 -1.23 1.7554
C -5.04 1.91 6.87 -1.9693
C 2.60 -2.56 2.32 -0.3725
C 4.07 -4.96 -6.25 -1.6415
C 2.60 -7.19 -4.51 -2.0343
C -1.30 4.38 -2.21 -2.1460
C -4.76 -0.48 6.55 -1.8933
C -0.87 7.10 -0.80 -0.5607
C 6.10 -4.18 -5.15 -1.8792
C -4.73 7.22 -0.79 -1.8979
C 5.35 -7.92 -5.74 -0.4685
B 1.29 -1.59 0.12 0.3851
H 3.99 -3.88 -6.29 0.4455
H -2.94 7.60 -3.17 0.2744
H -3.26 3.51 6.34 0.3605
H -4.57 -1.33 5.88 0.3712
H 2.29 -1.92 3.15 0.4897
H 3.08 -8.34 -2.24 0.4179
H 3.08 -5.31 -5.99 0.3629
H -1.84 3.50 1.05 0.0095
H -0.31 -0.88 3.35 0.2336
H -4.36 1.96 7.73 0.3907
H -4.45 6.70 -3.14 0.4439
H -0.62 1.92 4.75 0.6106
H 4.51 -7.97 -6.45 0.2629
H -2.04 3.75 -2.71 0.4256
H -5.27 0.07 3.97 0.3952
H -6.50 0.87 4.91 0.4204
H -0.67 2.97 -0.13 0.3048
H 6.29 -6.33 -6.84 0.4179
H -4.78 7.39 0.28 0.3627
H -0.55 7.08 -1.84 0.2652
H -1.11 5.26 -2.83 0.4776
H -3.60 3.27 2.88 0.2885
H -5.79 -0.57 6.89 0.4330
H 1.27 1.29 0.90 -0.0725
H 4.29 -5.32 -7.26 0.2839
H 5.76 -8.29 -3.67 0.3486
H 1.67 -4.38 1.37 0.1335
H -6.02 1.63 7.25 0.4386
H 2.15 2.56 0.04 0.2793
H 4.37 -9.16 -4.28 0.3882
H -2.38 2.67 -0.41 0.5474
H 1.63 -1.15 -2.05 0.3035
H 2.69 -7.21 -5.60 0.4167
H 6.41 -3.87 -6.15 0.4167
H -4.90 8.19 -1.28 0.4175
H -3.13 4.37 4.82 0.2828
H 6.06 -8.69 -6.05 0.3938
H 5.59 -3.33 -4.68 0.4812
H -2.96 5.84 -3.26 0.3521
H -5.55 3.09 4.35 0.3153
H -1.70 3.79 5.67 0.4660
H 2.09 -8.12 -4.24 0.4560
H -5.54 6.56 -1.08 0.4849
H 3.34 -0.96 1.05 0.3410
H 2.98 -6.62 -1.89 0.4290
H 6.96 -6.62 -5.26 0.3687
H -0.94 5.81 0.91 0.3998
H 4.51 -7.49 -1.69 0.3466
H -0.36 3.83 -2.18 0.2957
H 0.25 5.34 -0.28 0.3385
H -2.37 8.58 -1.19 0.4272
H -3.54 1.53 2.68 0.3875
H -4.11 -0.58 7.42 0.4506
H 3.11 1.35 0.86 0.4795
H -5.15 2.91 6.46 0.4093
H -1.12 3.00 3.44 0.4019
H 0.85 -3.73 2.89 0.1609
H -0.19 7.79 -0.28 0.4209
H -1.31 1.27 3.26 0.2515
H 1.96 1.39 -1.84 0.4261
H 1.94 -6.37 -4.23 0.3935
H -5.85 2.17 2.89 0.4363
H 0.32 -0.18 -1.32 0.3200
H -2.50 7.82 0.37 0.3767
H 7.01 -4.38 -4.58 0.3675
H 2.36 -4.60 2.98 0.4209

---

120
Properties=species:S:1:pos:R:3:mulliken_charge:R:1 method="wB97M-V/def2-TZVPD" lumo_ha=0.007 orbital_gap_ev=10.0 energy_ha=-27864.85733 multiplicity=1 smiles="CCOC(C)=O.CCOC(C)=O.CCOC(C)=O.CCOC(C)=O.CCOC(C)=O.CC(C)=O.BrCCBr.BrCCBr.BrCCBr.BrCCBr.BrCCBr"
Br -7.10 14.68 2.14 -0.1732
Br -3.25 17.10 3.84 -0.1410
Br -10.49 16.92 4.34 -0.1630
Br -4.00 20.82 3.29 0.0968
Br -0.12 20.22 4.97 -0.1805
Br -3.95 27.17 9.12 -0.1682
Br -2.42 14.51 6.14 -0.2053
Br -3.35 23.47 6.41 -0.0852
Br -3.17 18.54 8.07 -0.1170
Br -4.02 23.71 1.10 -0.1497
O -7.36 24.97 1.82 -0.6118
O -5.40 21.89 10.98 -0.3351
O -11.55 18.51 7.51 -0.3441
O -8.42 18.47 11.31 -0.4387
O -4.98 19.95 11.98 -0.5056
O -7.15 22.93 2.65 -0.0681
O -11.50 16.29 7.96 -0.4603
O -6.47 18.87 7.16 0.3523
O -11.58 11.75 9.47 -0.5653
O -9.88 13.13 9.94 -0.2839
O -6.82 17.00 5.99 -0.6326
C -6.29 24.75 3.94 -0.2173
C -13.26 17.17 6.60 -0.9546
C -6.55 21.33 10.29 0.8827
C -6.32 19.65 5.97 -0.1407
C -3.33 25.47 8.41 -0.6472
C -6.72 17.20 12.39 -1.1602
C -4.73 21.10 11.79 0.7272
C -8.01 20.87 1.78 -1.0072
C -7.70 22.33 1.48 -0.2487
C -9.91 20.08 8.37 -1.0022
C -10.37 18.63 8.30 0.6111
C -3.75 21.87 12.66 -1.1700
C -9.58 15.77 3.06 -0.5529
C -11.98 17.24 7.41 0.5018
C -9.07 17.57 13.41 -1.2991
C -10.40 11.97 9.60 0.6759
C -4.43 15.72 4.55 0.4637
C -7.18 22.48 9.53 -0.9835
C -6.94 16.90 8.37 -0.2812
C -2.52 23.01 2.11 -0.4109
C -2.58 21.50 2.14 -0.6738
C -9.33 10.93 9.33 -1.0101
C -6.77 17.59 7.04 0.0682
C -6.08 21.06 6.46 -0.0738
C -2.25 19.68 6.78 0.0101
C -7.00 24.23 2.71 0.2938
C -4.10 25.08 7.16 -0.6710
C -10.79 14.19 10.29 -0.6814
C -8.12 15.78 3.41 -0.2980
C -4.22 15.34 5.99 -0.1712
C -9.97 15.39 10.63 0.0249
C -8.10 17.81 12.28 0.9772
C -1.00 19.02 6.25 -0.4640
H -7.08 20.36 2.00 0.1732
H -7.92 16.44 8.43 -0.1396
H -8.72 10.78 10.22 0.2857
H -11.50 13.83 11.04 0.4413
H -6.24 20.59 9.55 -0.1926
H -6.03 23.91 4.60 -0.2501
H -6.96 17.60 9.20 -0.2353
H -6.95 22.41 0.70 0.2267
H -7.18 19.61 5.30 0.3326
H -9.40 15.76 9.78 -0.3919
H -10.55 20.75 8.94 0.4789
H -1.24 18.10 5.73 0.1631
H -4.17 16.19 6.67 -0.1767
H -4.46 14.93 3.81 0.5270
H -1.66 21.07 2.54 0.1877
H -8.63 22.82 1.18 0.3257
H -8.70 20.80 2.62 0.2763
H -0.27 18.76 7.02 0.4388
H -9.92 18.23 13.32 0.3011
H -9.43 16.54 13.35 0.2823
H -5.17 24.97 7.28 0.4041
H -7.02 25.29 4.56 0.3699
H -2.29 25.62 8.14 0.4001
H -3.22 21.15 13.28 0.3348
H -1.58 23.34 1.68 0.4122
H -9.55 18.05 7.88 -0.0610
H -6.19 17.68 13.21 0.4317
H -5.24 21.04 7.17 0.1416
H -5.50 25.43 3.68 0.3227
H -2.55 23.45 3.11 0.1774
H -5.42 16.17 4.50 -0.6611
H -8.50 20.43 0.92 0.4359
H -2.93 19.90 5.96 -0.2484
H -7.90 15.39 4.40 0.1879
H -10.09 14.81 3.06 0.4328
H -11.41 14.40 9.41 0.2820
H -9.77 16.23 2.10 0.3880
H -10.52 18.28 9.33 0.0068
H -13.83 16.24 6.64 0.2839
H -6.20 17.43 11.47 0.1869
H -7.81 16.82 3.32 0.2197
H -6.73 16.12 12.49 0.3852
H -7.32 23.38 10.13 0.4508
H -8.11 22.15 9.05 0.2210
H -2.09 20.63 7.28 0.3921
H -9.28 15.15 11.45 0.2895
H -13.03 17.41 5.57 0.2104
H -9.79 10.02 8.93 0.3275
H -2.62 21.14 1.12 0.4228
H -6.90 21.48 7.05 0.1959
H -10.02 20.45 7.34 0.4402
H -3.93 25.82 6.38 0.4675
H -13.90 17.94 7.04 0.3351
H -8.50 17.67 14.34 0.4538
H -5.46 19.29 5.40 -0.1115
H -10.52 16.24 11.03 0.4437
H -6.60 22.75 8.65 -0.1029
H -3.31 24.74 9.21 0.3242
H -7.19 20.91 11.06 0.1403
H -4.32 22.48 13.35 0.3198
H -4.92 14.60 6.35 0.4436
H -8.86 20.07 8.65 -0.1288
H -6.16 16.15 8.50 0.5442
H -3.13 22.49 12.02 0.3044
H -8.76 11.25 8.46 0.2828
H -5.82 21.84 5.74 -0.4914

---

108
Properties=species:S:1:pos:R:3:mulliken_charge:R:1 method="wB97M-V/def2-TZVPD" lumo_ha="-0.226 / -0.180" orbital_gap_ev="7.1 / 8.8" energy_ha=-3594.55658 multiplicity=4 charge=+2 relative_energy_ev=0.347
Sb 2.28 1.25 -1.56 0.1336
Cr 0.63 0.45 0.45 2.5491
S -1.12 -0.80 -0.68 -0.1630
P -0.04 3.40 1.90 -0.7514
N 0.30 2.03 1.12 -0.3624
N -3.66 0.01 -1.14 0.4949
N -2.31 1.27 -2.13 0.4821
N -1.11 1.84 -2.57 -0.5542
N -4.44 0.88 -1.83 -0.8979
C 2.11 4.53 0.49 -2.3886
C 1.66 -1.35 2.04 -0.6092
C -2.36 0.20 -1.30 -0.2971
C 0.51 1.94 4.20 -2.0068
C -0.28 -2.78 1.77 1.5632
C 0.18 -3.19 0.51 1.4566
C -1.04 4.88 -0.25 -2.6913
C 0.44 -1.86 2.53 2.1334
C -2.52 3.12 0.65 -2.1660
C 1.87 -3.18 -1.33 -2.8651
C 2.79 0.37 -4.50 -1.2832
C 2.95 3.80 -3.18 -1.3650
C -1.57 -3.32 2.32 -2.2455
C -1.86 2.25 3.66 -1.8333
C -1.51 4.21 1.05 2.6689
C -2.23 5.27 1.89 -1.9623
C 5.37 1.12 -1.83 -1.2907
C 2.49 -0.20 -3.12 -0.5635
C -3.94 2.79 -3.32 -1.3858
C -0.62 -4.21 -0.27 -2.4603
C 3.53 -1.41 0.35 -1.9719
C 1.36 -2.66 -0.01 1.3405
C -3.60 1.66 -2.43 1.0692
C -0.08 -1.54 3.91 -2.5382
C 1.14 5.98 2.28 -1.8058
C -0.55 4.15 4.63 -1.8809
C 1.76 2.99 -2.69 -0.0118
C 2.62 -0.57 2.92 -2.0863
C 1.46 4.53 1.88 2.5479
C 4.28 1.72 -0.95 -0.7206
C 2.53 3.98 2.85 -1.9658
C -0.49 2.96 3.67 2.1047
C 2.11 -1.74 0.75 1.5522
H -2.35 -2.55 2.30 0.3101
H -2.01 1.81 4.65 0.6670
H 3.63 3.21 -3.78 0.2994
H 1.49 2.36 4.44 0.2513
H -1.28 2.29 -3.46 0.3192
H -1.21 4.95 4.31 0.3299
H 1.10 3.60 -2.08 0.0730
H -2.69 2.93 3.48 0.3335
H 1.51 5.03 -0.27 0.2407
H 2.85 0.42 2.53 0.0925
H 3.28 -0.88 -2.81 0.4608
H -1.64 -3.86 -0.43 0.3666
H -0.45 5.78 -0.08 0.4556
H 0.64 1.12 3.49 0.0106
H 0.11 1.52 5.13 0.7521
H 2.08 6.53 2.34 0.5252
H -5.02 2.91 -3.33 0.3596
H -3.49 3.72 -2.96 0.2822
H 4.38 1.39 0.09 0.7016
H 3.52 4.23 -2.35 0.2762
H -1.12 -1.23 3.87 0.3911
H -0.93 3.79 5.59 0.5254
H 4.19 -2.25 0.60 0.4346
H -0.19 -4.42 -1.24 0.4270
H 3.06 5.06 0.56 0.6946
H 1.18 2.61 -3.54 0.6664
H -1.46 -3.63 3.36 0.3769
H 5.30 1.48 -2.86 0.2637
H 6.35 1.39 -1.45 0.4395
H 1.15 -2.98 -2.13 0.4508
H -0.68 -5.16 0.28 0.4522
H 2.31 3.51 0.17 -0.0191
H 0.44 4.57 4.83 0.3480
H 3.45 4.55 2.68 0.6876
H 3.64 -1.23 -0.72 0.0934
H -1.89 1.44 2.93 0.1064
H 2.25 -0.45 3.93 0.5137
H 0.51 6.49 1.56 0.3470
H 3.92 -0.54 0.87 0.4278
H 2.01 1.05 -4.85 0.3685
H 1.56 -0.77 -3.12 0.4417
H 2.75 2.93 2.66 0.1590
H -3.60 2.61 -4.34 0.4103
H 4.34 2.81 -0.94 0.7166
H -3.19 3.54 -0.11 0.6153
H 3.74 0.90 -4.53 0.2149
H 2.82 -2.75 -1.62 0.4127
H 2.61 4.64 -3.79 0.4410
H -2.72 4.85 2.77 0.3598
H -0.44 4.20 -0.86 0.5007
H 2.26 4.12 3.89 0.3509
H -2.02 2.24 0.25 0.0541
H -0.04 -2.44 4.54 0.5625
H -0.84 2.54 -1.89 -0.1349
H 5.32 0.03 -1.86 0.2409
H 3.57 -1.11 3.00 0.5396
H -1.57 6.08 2.22 0.3398
H -1.92 5.17 -0.82 0.5883
H -1.94 -4.18 1.77 0.4908
H -4.09 -0.72 -0.58 0.1481
H -3.01 5.72 1.27 0.5282
H 2.85 -0.44 -5.23 0.4004
H 2.01 -4.26 -1.29 0.5194
H -3.14 2.80 1.48 0.3502
H 0.47 -0.77 4.42 0.3804
H 0.67 6.05 3.26 0.2945